Record 1
Molecular formula: ClH2Na3O
Method: DFT, ωB97M-V with the def2-TZVPD basis set

```
7
Properties=species:S:1:pos:R:3:forces:R:3:mulliken_charge:R:1
Na -1.371173 -0.968577 -6.692031 0.164 0.216 0.059 0.989
Na 1.780137 -4.718787 -1.297901 0.178 0.246 0.017 0.982
Na -3.131333 -0.008017 0.804819 0.295 0.257 0.056 0.980
Cl 1.006567 0.306653 -2.146331 -0.559 -0.658 -0.009 -0.955
O 0.188437 1.744613 3.163649 -0.426 -0.207 -0.131 -0.661
H 0.892427 1.598613 3.795569 0.155 -0.010 0.243 0.325
H 0.634937 2.045503 2.372229 0.193 0.158 -0.234 0.340
```
Forces are in eV/Å.

The energy above the lowest of the compared OMol25 structures with the same formula, charge and spin is 68.6 kcal/mol. Its HOMO-LUMO gap is 4.84 eV. The total charge is +2.


Record 2
Molecular formula: C14H31N3O5P
Method: DFT, ωB97M-V with the def2-TZVPD basis set

```
54
Properties=species:S:1:pos:R:3:forces:R:3:mulliken_charge:R:1
C 5.733575 2.373905 2.601430 0.200 0.041 0.143 -0.867
C 6.206312 3.396358 1.562439 -0.265 -0.124 -0.071 -0.468
C 5.096192 4.273276 0.965357 0.210 -0.061 -0.279 -0.581
N 3.845094 3.520037 0.836963 -0.045 0.143 0.098 -0.194
O 2.824206 4.460254 0.429867 0.132 0.124 -0.120 -0.236
P 1.808984 4.905900 1.602312 -0.131 -0.273 0.132 0.891
O 1.249707 6.222686 1.346778 0.077 -0.017 0.022 -0.702
O 2.677888 4.831133 2.942210 -0.006 0.158 0.047 -0.525
O 0.741375 3.758790 1.748721 -0.030 0.135 -0.182 -0.239
C 0.981995 2.360087 1.509584 0.010 -0.197 -0.010 0.046
C -0.286642 1.667546 1.060530 -0.005 -0.209 -0.017 -0.441
N -0.257843 0.422522 0.899427 0.010 0.543 0.283 -0.448
H 4.884139 2.741895 3.176402 0.021 0.006 -0.010 0.097
H 5.448697 1.428089 2.141823 -0.161 0.070 -0.007 0.299
H 6.537431 2.154991 3.306723 -0.004 -0.025 -0.029 0.359
H 6.939382 4.063906 2.017660 0.053 0.005 -0.130 0.297
H 6.701448 2.869140 0.743033 0.137 0.010 0.105 0.289
H 4.906029 5.147333 1.585204 -0.131 -0.143 0.131 0.341
H 5.422214 4.632106 -0.017799 -0.029 0.190 0.084 0.338
H 3.910125 2.933732 0.009382 -0.060 -0.099 0.072 0.247
H 2.777221 3.931542 3.273807 0.021 -0.042 -0.063 0.366
H 1.333557 1.892452 2.433514 0.029 0.050 -0.014 0.200
H 1.745987 2.228911 0.744253 -0.049 0.060 0.024 0.154
H -1.160734 2.306966 0.883846 0.039 0.036 0.020 0.401
H -1.174179 0.039638 0.559810 0.058 -0.335 -0.339 0.520
C -3.105714 -3.779723 0.810214 -0.011 0.047 0.008 -1.796
C -2.182993 -3.068034 -0.195369 0.049 0.076 -0.066 1.854
C -1.758779 -4.074908 -1.274113 0.050 0.074 -0.169 -1.433
C -2.861331 -4.430079 -2.276769 0.028 0.047 -0.041 -0.569
C -3.855672 -3.277306 -2.489561 -0.047 -0.119 0.035 -1.485
C -3.310012 -1.891660 -2.131106 0.088 -0.054 -0.190 1.939
N -2.920050 -1.889916 -0.732032 -0.329 -0.028 0.370 0.225
O -2.409558 -0.626949 -0.365112 0.003 -0.103 -0.141 -1.057
C -4.456545 -0.886464 -2.279940 -0.022 0.030 -0.113 -1.941
C -2.195120 -1.469306 -3.112159 0.019 0.014 -0.001 -1.744
C -0.935552 -2.595176 0.532709 0.095 -0.046 0.137 -2.175
H -3.396532 -3.069773 1.586096 -0.036 0.004 -0.024 0.390
H -2.608337 -4.635596 1.281874 0.035 0.002 -0.001 0.361
H -4.014564 -4.134255 0.318461 0.004 0.020 0.003 0.357
H -0.907923 -3.656091 -1.815624 0.008 0.039 0.042 0.288
H -1.380541 -4.979109 -0.785060 -0.034 -0.010 0.021 0.594
H -2.393354 -4.692231 -3.230401 0.002 -0.026 0.007 0.352
H -3.400989 -5.324762 -1.954090 -0.023 0.021 0.031 0.345
H -4.191628 -3.271518 -3.531373 -0.010 0.061 0.002 0.522
H -4.750427 -3.438926 -1.880392 0.045 0.002 0.065 0.292
H -5.232635 -1.109605 -1.545746 0.008 0.000 0.010 0.442
H -4.888604 -0.939498 -3.286489 0.022 0.000 0.001 0.386
H -4.090028 0.122009 -2.098090 0.007 -0.015 0.063 0.361
H -2.572157 -1.447868 -4.140390 -0.026 0.016 0.011 0.390
H -1.339231 -2.143943 -3.083286 0.006 -0.005 -0.012 0.344
H -1.850724 -0.472286 -2.838287 0.026 -0.029 0.065 0.345
H -0.380008 -3.418505 1.000215 -0.171 -0.122 -0.127 0.411
H -1.231072 -1.892255 1.303617 0.124 0.000 0.095 0.403
H -0.272084 -2.069461 -0.151072 0.009 0.060 0.029 0.454
```
Forces are in eV/Å.

Its HOMO-LUMO gap is 4.36 eV. The total charge is -1.


Among the records above, which one has the highest HOMO-LUMO gap? ClH2Na3O


Which of these has the lowest HOMO-LUMO gap? C14H31N3O5P


What is the formula in the first record? ClH2Na3O